(1)
Computed, not measured: a 10-piece molecular cluster, C40H110N10O10 overall at a distorted geometry, with ωB97M-V/def2-TZVPD.

Results
energy = -2889.28127 Eh
net charge = +1
ΔE to the lowest compared entry with this formula, charge and spin = 76.1 kcal/mol
LUMO (spin up / spin down) = -2.4 / -8.3 eV
HOMO energy (spin up / spin down) = -0.3797 / -0.3794 Ha
<S²> = 0.755
2S+1 = 2

Geometry (Å):
C  5.62346  -3.64842  1.69355
C  5.33199  -2.18894  1.34198
C  6.51003  -1.43610  0.78055
O  7.60966  -1.43156  1.69133
C  8.62909  -0.52240  1.28530
N  4.27779  -2.25898  0.28036
H  4.86137  -4.10598  2.32439
H  6.57876  -3.68881  2.21689
H  5.74435  -4.31762  0.84170
H  4.84577  -1.83582  2.25137
H  6.17947  -0.42080  0.56144
H  6.86277  -1.95869  -0.10860
H  9.44561  -0.61658  2.00122
H  8.31968  0.52149  1.23383
H  9.05509  -0.81751  0.32638
H  3.65529  -2.83269  0.83122
H  3.87303  -1.33605  0.21350
C  -3.59975  6.45593  7.72295
C  -4.19725  5.74017  6.45727
C  -3.17397  4.78640  5.74438
O  -3.82930  3.76322  4.91939
C  -3.83019  4.01365  3.53592
N  -5.41128  4.99260  6.97129
H  -2.78902  7.16210  7.54367
H  -3.03119  5.84394  8.42317
H  -4.41836  6.91950  8.27347
H  -4.54344  6.55601  5.82271
H  -2.61742  4.30285  6.54721
H  -2.43763  5.35674  5.17816
H  -4.72752  4.62996  3.48053
H  -4.07100  3.07955  3.02842
H  -2.89883  4.45034  3.17540
H  -5.10415  4.03488  7.06370
H  -5.66844  5.37685  7.86925
C  5.43299  1.04462  -3.16935
C  5.59853  2.48085  -2.78360
C  5.90357  2.60315  -1.23948
O  4.72285  2.29242  -0.43129
C  5.01996  2.29499  0.99978
N  6.69664  3.05419  -3.51334
H  6.40942  0.58357  -3.31802
H  4.88124  1.04793  -4.10939
H  4.83939  0.43189  -2.49089
H  4.71813  3.08182  -3.01126
H  6.20922  3.60827  -0.94896
H  6.72597  1.93182  -0.99235
H  4.17785  2.61507  1.61337
H  5.88982  2.89883  1.25829
H  5.48231  1.33422  1.22615
H  6.69186  4.05821  -3.40370
H  6.32278  2.96442  -4.44729
C  1.07816  0.08669  -1.29301
C  0.22217  1.16961  -1.98665
C  -0.35868  2.20736  -1.00391
O  -1.09330  1.46745  -0.00124
C  -1.66605  2.36145  0.97023
N  1.04293  1.85498  -3.02114
H  0.37535  -0.43314  -0.64191
H  1.95839  0.52929  -0.82673
H  1.34214  -0.57895  -2.11480
H  -0.59177  0.68316  -2.52421
H  -1.01016  2.88262  -1.55861
H  0.44043  2.80666  -0.56759
H  -2.35446  1.65746  1.43778
H  -2.27103  3.10490  0.45121
H  -1.02865  2.83150  1.71915
H  1.24352  1.14087  -3.70665
H  1.93801  2.08339  -2.61279
C  -7.40220  -0.63475  5.47675
C  -6.11016  0.04266  4.94871
C  -6.21203  0.37021  3.43798
O  -5.03773  0.96182  2.85233
C  -5.26172  1.10336  1.47407
N  -5.99524  1.20887  5.75024
H  -7.52707  -1.59245  4.97146
H  -8.15338  -0.06319  4.93164
H  -7.40918  -0.63579  6.56673
H  -5.26260  -0.63106  5.07458
H  -7.04028  1.02743  3.17312
H  -6.38118  -0.60488  2.98115
H  -5.42884  2.14888  1.21511
H  -6.04539  0.48712  1.03339
H  -4.33680  0.73924  1.02680
H  -6.84701  1.74170  5.64687
H  -5.29224  1.84867  5.40886
C  -4.00817  0.01981  -1.76285
C  -5.21793  0.82531  -2.24272
C  -5.13181  1.24902  -3.72762
O  -6.15754  2.19732  -3.95021
C  -6.26089  2.54725  -5.36986
N  -6.49540  0.09418  -2.15873
H  -4.11273  -0.51113  -0.81667
H  -3.06930  0.56126  -1.64680
H  -3.68584  -0.67708  -2.53651
H  -5.22622  1.77877  -1.71458
H  -5.28275  0.38907  -4.38016
H  -4.21757  1.71407  -4.09640
H  -6.95753  3.34746  -5.61979
H  -6.56108  1.67258  -5.94685
H  -5.24456  2.82499  -5.64919
H  -7.09225  0.57359  -2.81754
H  -6.40797  -0.88493  -2.39067
C  -0.96899  -0.08121  -7.54780
C  -2.19315  -0.67926  -6.83486
C  -2.10928  -0.34922  -5.27572
O  -0.99080  -0.93924  -4.49873
C  -0.80398  -2.35906  -4.49265
N  -3.37762  0.07890  -7.24041
H  -1.15059  0.99257  -7.50193
H  -0.81728  -0.46125  -8.55808
H  -0.03695  -0.41994  -7.09541
H  -2.29013  -1.75913  -6.94701
H  -3.01796  -0.52035  -4.69857
H  -1.87049  0.69410  -5.06937
H  -0.37188  -2.50600  -5.48250
H  -1.71262  -2.95203  -4.38844
H  -0.02221  -2.70647  -3.81720
H  -3.77178  -0.04553  -8.16196
H  -3.12519  1.05607  -7.20149
C  2.54570  -0.66083  6.03972
C  1.02759  -0.99984  6.17172
C  0.19092  -0.32492  5.06701
O  -1.25785  -0.45645  5.37062
C  -2.01131  0.30718  4.48264
N  1.08899  -2.45695  5.94312
H  2.83059  -0.74637  4.99109
H  3.12903  -1.46575  6.48686
H  2.68028  0.37697  6.34460
H  0.61087  -0.92113  7.17583
H  0.52015  -0.57083  4.05744
H  0.45959  0.73034  5.01861
H  -1.70690  1.35372  4.46945
H  -3.04966  0.28793  4.81364
H  -1.85794  -0.19434  3.52709
H  1.18208  -2.66467  4.95910
H  0.20105  -2.93762  5.96788
C  2.73533  -1.85809  -7.55877
C  2.71496  -1.75534  -6.03476
C  4.01493  -2.26174  -5.43058
O  4.25566  -3.57677  -5.86735
C  5.27867  -4.22363  -5.08928
N  2.58666  -0.34869  -5.60426
H  2.38928  -2.86210  -7.80438
H  3.72445  -1.61063  -7.94414
H  1.98536  -1.12136  -7.84665
H  1.93557  -2.33899  -5.54486
H  3.92615  -2.39225  -4.35206
H  4.87434  -1.62488  -5.64015
H  5.70209  -5.00815  -5.71645
H  4.91755  -4.66801  -4.16181
H  6.13785  -3.56473  -4.96367
H  3.31842  0.23289  -5.98687
H  1.67695  0.04787  -5.79205
C  1.21038  -6.05119  3.78249
C  1.39608  -4.82008  2.82542
C  1.33729  -5.06998  1.28394
O  1.92356  -3.96610  0.64768
C  1.47036  -3.81969  -0.69047
N  0.58110  -3.74612  3.37558
H  1.09732  -5.78661  4.83383
H  1.99078  -6.78089  3.56658
H  0.24574  -6.47361  3.50121
H  2.45403  -4.56829  2.89931
H  0.31958  -5.17450  0.90786
H  1.87440  -5.99248  1.06344
H  0.42257  -4.02220  -0.91233
H  1.99519  -4.52527  -1.33452
H  1.99963  -2.95499  -1.09080
H  0.76841  -2.99142  2.73103
H  -0.38501  -4.01220  3.24935



(2)
Computed, not measured: one molecule with the formula C4H6N2O at a distorted geometry, with ωB97M-V/def2-TZVPD.

Results
energy = -340.49941 Eh
net charge = 0
ΔE to the lowest compared entry with this formula, charge and spin = 62.4 kcal/mol
LUMO (spin up / spin down) = 0.8 / -2.2 eV
HOMO energy (spin up / spin down) = -0.1447 / -0.3590 Ha
<S²> = 2.028
2S+1 = 3

Geometry (Å):
C  -2.24265  0.07287  0.05965
C  -1.62884  -0.84226  0.76741
C  -0.14093  0.54958  -0.09201
C  1.24525  0.99879  -0.52602
N  -1.29680  0.97687  -0.49241
N  -0.31062  -0.57104  0.69196
O  0.72893  -1.49009  0.98917
H  -3.36873  0.09879  0.07525
H  -2.20233  -1.71460  1.10826
H  1.93298  1.65755  0.10939
H  1.81796  0.07721  -0.75628
H  0.99435  1.64613  -1.42007
H  0.67299  -1.69203  1.92130



(3)
Computed, not measured: a 16-piece molecular cluster, C55H62Cl8NO33 overall at a distorted geometry, with ωB97M-V/def2-TZVPD.

Results
energy = -8351.27244 Eh
net charge = +2
LUMO (spin up / spin down) = -8.1 / -10.0 eV
HOMO energy (spin up / spin down) = -0.4595 / -0.4595 Ha
<S²> = 0.766
2S+1 = 2

Geometry (Å):
C  -1.13868  0.68972  0.69677
C  -0.87251  -0.02184  -0.62436
C  0.13047  0.86980  -1.47476
C  0.91992  0.08127  -2.60875
C  1.58145  -1.14186  -2.13714
C  0.66346  -2.08452  -1.37032
N  -0.20174  -1.35755  -0.35835
O  -0.89277  -2.06722  0.57423
C  1.56281  -3.04954  -0.59572
C  -0.31793  -2.79989  -2.34317
C  -2.16057  -0.20625  -1.38527
H  -0.33870  0.58758  1.43005
H  -2.10459  0.46878  1.15098
H  -1.23186  1.74022  0.42133
H  0.86856  1.33655  -0.82249
H  -0.38065  1.66576  -2.01634
H  1.62402  0.84403  -2.94122
H  0.40693  -0.09581  -3.55404
H  2.38213  -0.89874  -1.43864
H  1.99375  -1.63871  -3.01534
H  0.97335  -3.90882  -0.27589
H  2.04493  -2.45831  0.18281
H  2.36431  -3.37142  -1.26062
H  -0.72103  -1.99626  -2.95944
H  -1.13286  -3.39913  -1.93707
H  0.16708  -3.43658  -3.08310
H  -2.67187  0.75139  -1.28725
H  -2.82428  -0.91127  -0.88474
H  -2.15835  -0.40829  -2.45637
C  -4.83807  1.51723  2.01710
C  -4.77702  2.14196  0.80950
C  -5.98248  2.42637  0.01609
O  -5.92499  3.07076  -1.03446
C  -7.14775  1.83167  0.50771
C  -7.23470  1.19375  1.65948
C  -6.04088  0.94204  2.61946
O  -6.04312  0.46931  3.74924
O  -8.41736  0.60561  1.90613
O  -3.54425  2.65517  0.28782
H  -3.93949  1.42068  2.60839
H  -8.06173  1.89248  -0.06444
H  -8.43186  0.31517  2.82102
H  -3.89398  3.07931  -0.49919
C  2.23803  3.79199  2.78214
C  2.98815  3.70216  3.90636
C  2.41611  3.50520  5.31543
O  3.11310  3.51341  6.26309
C  0.94250  3.41165  5.26944
C  0.19459  3.46354  4.14567
C  0.73933  3.66156  2.77722
O  0.04763  3.79263  1.79189
O  -1.17974  3.27093  4.28598
O  4.32424  3.95756  3.91206
H  2.83236  4.06881  1.92392
H  0.45879  3.26302  6.22355
H  -1.64790  3.64830  3.53764
H  4.72918  3.97314  4.78234
C  0.74774  0.05218  7.05361
C  0.19206  -0.20989  5.83909
C  0.97496  -0.42053  4.58994
O  0.59927  -0.92213  3.51254
C  2.40840  -0.14947  4.84307
C  2.98724  0.22815  6.05621
C  2.11581  0.30986  7.24469
O  2.53804  0.51655  8.38177
O  4.30141  0.65491  6.14440
O  -1.22157  -0.26744  5.78173
H  0.15623  0.16827  7.94974
H  3.09515  -0.03930  4.01686
H  4.43005  1.17003  6.94421
H  -1.61095  -0.51841  6.62256
C  3.14059  -3.29036  5.01302
C  2.18599  -3.78457  4.18404
C  2.43074  -4.14434  2.71154
O  1.62894  -4.64883  1.99344
C  3.77124  -3.74020  2.32194
C  4.73110  -3.23304  3.15693
C  4.49650  -2.85766  4.62687
O  5.28590  -2.15697  5.21382
O  5.90518  -2.86634  2.69930
O  0.95368  -4.12602  4.54408
H  3.00788  -3.02014  6.05021
H  3.89537  -3.79569  1.25053
H  6.29669  -2.48512  3.48860
H  0.37893  -4.48991  3.86670
C  -1.50983  2.96369  -4.93468
C  -0.82513  4.08185  -5.42688
C  0.26648  4.06019  -6.48894
O  0.72725  5.08956  -6.99720
C  0.59963  2.73551  -6.68894
C  -0.02627  1.60251  -6.25894
C  -1.25049  1.57232  -5.40954
O  -1.93375  0.60934  -5.18249
O  0.33030  0.41257  -6.74647
O  -1.06400  5.36989  -4.91013
H  -2.28927  3.14118  -4.20849
H  1.35928  2.47191  -7.40995
H  -0.32916  -0.23916  -6.49753
H  -0.45848  5.98853  -5.32515
C  -5.16928  -4.08546  4.13362
C  -4.17096  -3.19032  3.81227
C  -4.21418  -2.20145  2.68957
O  -3.31917  -1.42833  2.34137
C  -5.45143  -2.42286  1.94918
C  -6.44830  -3.30407  2.25396
C  -6.42314  -4.27085  3.38453
O  -7.35233  -5.03502  3.61539
O  -7.56130  -3.33029  1.50580
O  -3.01963  -3.20483  4.55569
H  -5.02063  -4.62714  5.05606
H  -5.49316  -1.80257  1.06606
H  -8.20180  -3.96227  1.84040
H  -2.37088  -2.53272  4.33436
C  3.00609  3.96051  -3.39910
C  2.05770  4.60393  -2.63560
C  2.40458  5.73599  -1.72716
O  1.57671  6.48525  -1.09122
C  3.86571  5.82178  -1.55678
C  4.78320  5.16073  -2.34514
C  4.45410  4.15909  -3.37423
O  5.27507  3.66050  -4.16284
O  6.13390  5.33580  -2.15500
O  0.72076  4.44464  -2.87653
H  2.65441  3.26300  -4.14489
H  4.22535  6.51355  -0.80945
H  6.62136  5.03437  -2.92515
H  0.22436  5.06018  -2.33220
O  -1.18000  4.89093  -0.61493
H  -1.92267  5.49139  -0.67908
H  -1.25435  4.50988  0.26000
O  0.31098  -5.85945  -4.42982
H  0.09004  -5.76600  -5.35647
H  1.22480  -6.14431  -4.42853
O  -2.34652  -5.29441  -3.18390
H  -2.44334  -6.08877  -3.70911
H  -1.62393  -5.48811  -2.58676
O  -1.54550  -2.47127  -5.89807
H  -2.26108  -2.40077  -5.26624
H  -1.07530  -3.26428  -5.64064
C  4.74259  -0.13802  -5.72491
Cl  3.24305  -1.11824  -5.57699
Cl  4.11901  1.48399  -6.36424
H  5.10936  0.06193  -4.71813
H  5.46375  -0.57519  -6.41549
C  4.32539  -5.83621  -2.84790
Cl  3.85120  -5.74571  -1.12737
Cl  3.63486  -4.49339  -3.78027
H  5.40550  -5.88170  -2.98716
H  3.80970  -6.68797  -3.29138
C  -5.01753  -3.16833  -3.11977
Cl  -5.01489  -3.25888  -1.35913
Cl  -4.31290  -1.66999  -3.79437
H  -4.46273  -4.03807  -3.47171
H  -6.05582  -3.19149  -3.45069
C  4.44558  1.72004  0.25695
Cl  3.99369  1.42699  -1.40575
Cl  3.19351  1.02546  1.33994
H  5.36637  1.16529  0.43719
H  4.52777  2.80115  0.36897



(4)
Computed, not measured: one molecule with the formula C3H6N2O2 at a distorted geometry, with ωB97M-V/def2-TZVPD.

Results
energy = -377.90841 Eh
net charge = 0
SMILES = NCC(=O)NC=O
ΔE to the lowest compared entry with this formula, charge and spin = 32.0 kcal/mol
LUMO = 0.6 eV
HOMO energy = -0.3726 Ha
2S+1 = 1

Geometry (Å):
O  0.64145  0.91820  1.55122
C  0.25926  0.24650  0.63020
N  -0.27048  0.84130  -0.52421
C  -0.09220  0.36732  -1.82696
O  -0.51212  0.97158  -2.77127
C  0.34348  -1.27579  0.69103
N  -0.30550  -1.82771  1.90070
H  -0.90850  1.62091  -0.44273
H  0.48436  -0.55686  -1.79343
H  1.37729  -1.59800  0.69734
H  -0.17134  -1.71088  -0.16711
H  0.28538  -1.65096  2.70783
H  -1.11744  -1.23838  2.06630



Which of these has the lowest energy? C55H62Cl8NO33



The lowest energy belongs to which entry? C55H62Cl8NO33



The lowest 2S+1 belongs to which entry? C3H6N2O2



Look up the net charge of the first one. +1